This record from OMol25 describes a 12-piece molecular cluster, C66H168N12O21 overall at a distorted geometry. The level of theory is ωB97M-V/def2-TZVPD.

XYZ file:
```
267
Properties=species:S:1:pos:R:3:forces:R:3
C -4.835 -6.945 5.269 0.70 0.47 -0.08
O -4.712 -6.172 4.060 -0.60 -0.99 -0.15
C -6.009 -5.877 3.507 0.46 0.46 0.82
C -5.989 -4.902 2.306 2.24 -2.10 0.25
C -5.338 -3.593 2.664 -0.38 0.41 -0.48
N -7.272 -4.758 1.683 -0.88 0.69 0.90
H -5.219 -6.323 6.077 0.06 0.23 0.12
H -3.842 -7.316 5.523 0.11 0.38 0.00
H -5.446 -7.848 5.284 -0.45 0.02 -0.91
H -6.542 -6.800 3.279 -0.01 -0.19 -0.23
H -6.515 -5.397 4.346 -0.75 0.27 0.01
H -5.328 -5.348 1.564 0.17 -0.29 -0.14
H -5.281 -3.061 1.715 0.00 0.53 0.19
H -4.319 -3.677 3.041 -0.21 -0.30 0.08
H -5.957 -3.053 3.380 0.00 0.26 0.06
H -7.728 -5.637 1.487 0.42 -0.49 -0.36
H -7.818 -4.453 2.476 -0.89 0.76 -0.06
C -5.184 -0.904 -7.690 -0.14 1.50 1.87
O -4.668 -1.215 -6.365 0.14 -1.41 -0.02
C -5.375 -2.340 -5.784 0.78 0.37 0.80
C -5.081 -2.639 -4.250 0.53 1.07 -0.04
C -3.639 -2.990 -3.899 0.18 -0.33 -0.70
N -6.036 -3.646 -3.828 -0.25 -0.89 -0.37
H -5.543 -1.693 -8.350 0.17 -0.40 0.45
H -4.452 -0.278 -8.201 0.20 -0.28 0.03
H -5.974 -0.230 -7.358 -0.71 0.03 -1.12
H -6.455 -2.194 -5.823 -0.10 0.04 -0.26
H -5.067 -3.194 -6.388 -0.31 -0.50 0.11
H -5.220 -1.732 -3.661 -0.78 0.28 -0.24
H -3.045 -2.082 -3.805 0.20 -0.13 -0.14
H -3.244 -3.645 -4.676 0.40 0.04 -0.14
H -3.543 -3.556 -2.973 -0.26 0.19 0.19
H -5.634 -4.540 -4.069 -0.09 -0.41 -0.66
H -6.119 -3.796 -2.832 0.03 0.92 0.40
C 5.359 -2.043 3.210 0.32 0.14 0.85
O 5.489 -3.442 3.493 0.20 0.86 -1.05
C 4.614 -3.860 4.512 0.13 -0.06 0.76
C 5.262 -3.813 5.951 0.09 -0.05 -1.46
C 6.496 -4.710 6.027 1.11 0.79 0.46
N 4.300 -4.148 6.946 -1.10 -0.67 0.35
H 6.054 -1.624 2.482 0.43 -0.81 -0.06
H 5.578 -1.524 4.143 -0.32 0.41 0.06
H 4.386 -1.748 2.817 -0.35 -0.32 0.33
H 3.676 -3.306 4.496 -0.02 0.39 0.16
H 4.328 -4.871 4.222 0.15 -0.36 0.43
H 5.515 -2.786 6.216 0.42 0.19 -0.59
H 7.352 -4.054 5.867 0.34 -0.38 -0.67
H 6.548 -5.610 5.415 -0.27 0.30 -0.39
H 6.697 -5.051 7.043 -0.43 -0.01 0.30
H 4.234 -5.154 6.902 -0.51 -0.35 0.35
H 4.725 -3.949 7.841 -0.16 -0.01 0.27
C 9.878 3.284 0.246 0.58 0.13 0.18
O 8.998 3.289 1.311 -0.09 -0.18 1.47
C 7.676 3.010 0.996 -1.37 -0.52 0.50
C 6.912 2.405 2.251 -0.46 0.37 -1.53
N 5.573 1.863 1.875 1.37 -0.22 -0.39
C 4.749 1.515 3.016 0.11 0.97 -0.33
C 3.364 1.058 2.542 1.53 -0.76 1.54
O 2.537 1.000 3.732 0.73 0.27 -1.81
C 1.196 0.752 3.391 0.13 -0.20 1.03
H 9.404 3.698 -0.644 0.25 0.04 -0.28
H 10.261 2.276 0.083 -0.05 -0.20 -0.43
H 10.718 3.889 0.586 0.10 0.14 -0.44
H 7.581 2.400 0.098 0.11 -0.73 0.08
H 7.212 3.945 0.682 -0.49 0.28 0.19
H 6.830 3.251 2.934 -0.11 0.09 0.45
H 7.481 1.623 2.753 0.21 -0.01 -0.22
H 5.069 2.564 1.351 -0.06 0.35 -0.05
H 4.682 2.388 3.665 -0.36 0.14 0.46
H 5.249 0.731 3.583 -0.17 -0.14 0.09
H 3.621 0.073 2.154 -0.87 -0.39 -0.19
H 2.965 1.623 1.699 -0.29 0.46 0.30
H 0.832 1.460 2.646 -0.10 -0.06 -0.12
H 0.680 0.880 4.343 -0.46 0.09 -0.15
H 1.056 -0.283 3.077 -0.09 -0.07 -0.37
C 4.480 -1.527 -3.324 0.18 -0.41 -0.72
O 3.859 -0.542 -4.115 -1.13 0.68 1.20
C 3.394 0.560 -3.299 0.09 0.37 -1.96
C 2.341 1.368 -4.125 1.12 -1.12 0.29
N 1.099 0.651 -4.364 0.32 -0.23 1.39
C 0.221 1.399 -5.190 0.07 0.67 -0.71
C -0.956 0.566 -5.668 2.39 0.24 -0.66
O -0.324 -0.604 -6.277 -1.29 0.72 0.55
C -1.271 -1.647 -6.493 0.43 0.04 0.83
H 5.187 -1.186 -2.568 0.31 0.57 -0.26
H 4.993 -2.098 -4.098 0.17 -0.58 0.59
H 3.761 -2.118 -2.757 -0.29 -0.29 -0.18
H 4.310 1.141 -3.187 -0.20 0.61 0.43
H 3.033 0.277 -2.311 -0.20 -0.39 0.00
H 2.783 1.631 -5.086 0.42 0.04 -0.23
H 2.188 2.324 -3.622 -0.48 0.01 0.24
H 1.208 -0.286 -4.726 0.51 0.08 -0.20
H 0.759 1.792 -6.053 0.17 0.05 -0.52
H -0.081 2.292 -4.643 -0.52 0.10 0.14
H -1.392 1.128 -6.493 -0.88 -0.09 0.38
H -1.528 0.435 -4.750 -0.75 -0.92 -0.53
H -0.710 -2.479 -6.919 -0.21 -0.01 -0.05
H -2.141 -1.381 -7.095 0.17 0.26 -0.29
H -1.656 -1.904 -5.506 -0.16 -0.48 -0.07
C -1.943 7.412 -3.093 0.44 -0.18 0.17
O -2.318 6.075 -2.772 0.54 0.32 0.02
C -1.227 5.130 -2.950 0.02 0.91 0.63
C 0.003 5.277 -1.999 -0.24 -0.59 -1.33
N -0.128 4.678 -0.713 0.51 1.82 0.83
C -1.166 5.322 0.073 -0.77 -2.62 0.30
C -1.198 4.750 1.492 -1.00 0.86 -0.01
O -1.443 3.323 1.552 0.62 0.76 -0.18
C -1.549 2.857 2.887 0.01 0.46 0.18
H -1.401 7.444 -4.038 0.08 -0.03 -0.26
H -1.294 7.859 -2.340 0.26 -0.13 0.21
H -2.771 8.118 -3.164 -0.51 -0.65 -0.01
H -0.856 5.257 -3.967 -0.05 -0.26 -0.34
H -1.676 4.153 -2.777 -0.03 -0.04 -0.30
H 0.325 6.318 -1.979 -0.18 0.22 0.52
H 0.851 4.793 -2.483 0.00 -0.27 -0.38
H -0.214 3.672 -0.734 -0.26 -0.15 -0.23
H -2.136 5.052 -0.344 -0.49 -0.10 -0.15
H -1.243 6.409 0.049 0.99 0.07 0.18
H -2.065 5.282 1.883 -0.38 -0.21 0.67
H -0.367 5.105 2.102 0.51 -0.58 0.00
H -0.620 2.947 3.451 0.28 0.15 -0.15
H -1.833 1.805 2.923 -0.09 0.02 -0.42
H -2.287 3.438 3.440 -0.29 0.03 0.02
C -9.247 5.558 -1.851 0.51 -1.21 -0.30
O -8.230 4.530 -1.721 0.05 0.74 0.46
C -8.644 3.204 -1.986 -0.37 -0.61 -0.17
C -7.534 2.128 -1.894 -0.15 1.46 -1.54
N -6.574 2.515 -2.941 -0.11 -0.96 0.28
C -5.369 1.683 -2.902 1.28 1.68 -1.81
C -4.494 1.925 -4.199 0.20 0.63 0.02
O -3.940 3.264 -4.218 -0.15 0.09 1.10
C -3.345 3.688 -5.439 -1.86 -0.83 0.05
H -9.727 5.526 -2.830 -0.06 -0.31 -0.23
H -8.789 6.545 -1.800 0.23 -0.28 0.43
H -10.020 5.412 -1.096 0.02 0.18 0.17
H -8.982 3.185 -3.022 -0.15 -0.21 -0.24
H -9.477 2.857 -1.376 -0.26 0.39 0.43
H -7.993 1.200 -2.234 -0.15 -0.18 0.29
H -7.081 1.976 -0.914 -0.07 0.21 0.32
H -6.376 3.493 -2.784 0.51 0.09 -0.15
H -5.612 0.621 -2.928 -0.13 0.05 0.39
H -4.754 1.975 -2.051 0.10 -0.59 0.19
H -5.072 1.699 -5.095 -0.61 0.49 -0.15
H -3.646 1.258 -4.352 0.17 -0.53 0.78
H -2.660 2.915 -5.787 0.34 0.26 -0.25
H -2.946 4.702 -5.416 0.37 -0.29 0.74
H -4.205 3.774 -6.103 0.19 -0.18 -0.85
C -2.248 -1.692 3.282 0.01 0.99 -0.03
O -2.140 -2.684 2.260 0.58 0.85 1.28
C -1.448 -3.833 2.772 -1.86 -0.88 -0.59
C -1.649 -4.893 1.679 1.93 0.04 -0.23
N -0.778 -4.539 0.536 -0.26 -0.31 1.25
C -1.087 -5.237 -0.672 -0.04 1.49 -1.60
C -0.159 -4.749 -1.796 0.00 -0.14 -0.51
O -0.297 -3.363 -2.132 -0.45 0.03 0.19
C 0.593 -2.897 -3.154 0.67 -1.12 1.13
H -2.370 -2.027 4.312 -0.15 -0.89 -0.09
H -3.080 -1.006 3.122 -0.32 -0.33 -0.55
H -1.396 -1.016 3.357 0.59 -0.16 -0.43
H -2.032 -4.142 3.639 0.22 -0.27 0.37
H -0.419 -3.651 3.081 0.15 0.13 -0.35
H -2.708 -5.013 1.450 -0.26 0.37 -0.17
H -1.288 -5.884 1.953 -0.14 -0.04 0.64
H -0.843 -3.540 0.396 -0.09 0.12 -0.38
H -2.110 -5.013 -0.974 -0.50 -0.10 -0.26
H -1.009 -6.324 -0.669 0.30 -0.04 0.62
H -0.370 -5.322 -2.699 -0.08 -0.24 -0.19
H 0.860 -4.998 -1.501 0.36 0.26 0.07
H 0.360 -1.872 -3.442 -0.31 -0.29 -0.05
H 0.710 -3.608 -3.972 -0.79 0.11 -0.51
H 1.602 -2.934 -2.743 0.35 0.46 0.24
C -4.761 2.292 1.595 -0.27 -0.13 0.14
O -5.926 2.033 2.318 -1.09 0.44 0.79
C -6.429 0.731 2.235 0.55 -0.34 -0.08
C -7.657 0.510 3.081 -0.27 0.70 -1.09
N -7.439 0.315 4.458 0.41 0.34 1.71
C -8.632 0.188 5.316 1.83 -0.66 -0.37
C -8.211 -0.631 6.555 -1.10 0.06 -1.25
O -7.931 -1.955 6.064 -1.26 0.48 0.18
C -7.350 -2.808 7.005 1.52 0.67 0.61
H -4.995 2.391 0.535 0.27 -0.09 -0.26
H -4.070 1.468 1.774 0.48 0.03 -0.27
H -4.366 3.233 1.979 0.16 -0.10 -0.14
H -5.644 0.032 2.525 0.33 -0.37 0.18
H -6.699 0.450 1.216 0.01 0.21 -0.44
H -8.185 -0.311 2.596 -0.40 -0.40 -0.06
H -8.254 1.409 2.928 -0.32 0.07 0.08
H -6.827 -0.464 4.653 -0.01 -0.13 -0.27
H -9.368 -0.393 4.761 -0.61 0.06 0.22
H -8.992 1.179 5.595 -0.21 -0.08 0.02
H -9.083 -0.609 7.209 0.06 -0.42 0.43
H -7.367 -0.168 7.067 0.30 -0.14 -0.03
H -6.370 -2.354 7.152 0.77 -0.68 0.16
H -7.276 -3.840 6.662 -0.08 0.26 -0.35
H -7.727 -2.822 8.028 -1.01 0.15 -0.08
C 6.142 3.671 -2.561 0.64 -0.34 0.42
O 5.358 4.282 -1.565 -0.45 0.55 -0.15
C 4.218 3.503 -1.309 -0.70 -0.71 -0.21
C 3.243 4.100 -0.318 0.94 0.18 -0.21
N 3.854 4.272 1.001 -0.35 0.30 -0.31
C 2.847 4.794 1.886 -0.09 -0.04 1.73
C 3.465 5.306 3.209 -0.81 -0.10 -0.24
O 2.443 5.489 4.192 0.51 1.25 -0.41
C 2.000 4.333 4.804 0.15 -1.50 0.13
H 7.020 4.285 -2.762 0.00 -0.04 0.29
H 5.682 3.477 -3.530 -0.71 0.28 -0.01
H 6.417 2.696 -2.159 0.54 -0.28 -0.19
H 4.475 2.497 -0.976 0.54 -0.26 0.40
H 3.707 3.296 -2.249 -0.34 0.30 -0.30
H 2.391 3.434 -0.183 -0.03 -0.10 -0.22
H 2.856 5.039 -0.714 -0.18 0.23 -0.01
H 4.552 5.001 0.959 0.50 0.00 -0.41
H 2.122 4.021 2.144 0.00 -0.30 -0.13
H 2.252 5.603 1.463 -0.02 0.26 -0.25
H 3.936 6.270 3.015 -0.18 0.24 0.22
H 4.257 4.668 3.601 -0.03 -0.45 -0.06
H 2.820 3.694 5.133 0.41 0.07 0.28
H 1.467 3.663 4.129 -0.43 0.08 -0.24
H 1.370 4.527 5.672 0.02 0.44 -0.18
C 12.277 -4.780 -1.921 -0.02 0.92 0.03
O 11.246 -3.812 -1.646 0.25 0.35 0.84
C 11.669 -2.637 -0.869 1.02 -0.83 -0.44
C 10.529 -1.700 -0.544 -0.19 -1.13 -1.42
N 9.853 -1.357 -1.776 -1.42 1.36 0.49
C 8.666 -0.522 -1.436 -0.35 -0.59 -0.51
C 7.585 -1.093 -0.433 0.78 0.65 -1.20
O 7.006 -2.247 -0.989 0.00 0.17 -0.56
C 5.836 -2.644 -0.343 -0.05 -2.13 0.28
H 12.872 -5.030 -1.043 -0.21 -0.08 0.30
H 12.990 -4.417 -2.662 0.06 0.38 -0.15
H 11.858 -5.686 -2.359 -0.44 0.17 0.31
H 12.451 -2.131 -1.434 -0.06 0.25 -0.31
H 12.156 -2.915 0.066 -0.04 -0.54 0.19
H 10.868 -0.743 -0.147 0.31 -0.30 0.50
H 9.841 -2.220 0.123 0.11 0.08 0.52
H 9.548 -2.170 -2.293 0.02 -0.25 0.17
H 8.188 -0.285 -2.387 -0.42 -0.32 -0.06
H 8.980 0.475 -1.126 0.30 -0.09 0.59
H 6.800 -0.344 -0.328 0.03 0.39 0.27
H 8.010 -1.325 0.544 0.03 0.12 0.21
H 4.924 -2.057 -0.452 0.30 0.78 0.09
H 6.030 -2.946 0.687 -0.05 0.67 0.45
H 5.579 -3.623 -0.746 -0.06 -0.04 -0.52
C 1.943 -2.219 0.877 -1.16 -0.78 -0.26
O 1.777 -0.894 0.452 1.37 -0.07 1.59
C 0.741 -0.635 -0.460 1.28 -1.97 0.07
C 0.698 0.821 -0.503 -0.95 1.59 -1.21
N -0.037 1.330 -1.669 -0.14 1.41 0.94
C -1.376 0.776 -1.832 1.55 -1.59 0.24
C -2.322 0.961 -0.660 -0.70 0.05 -1.08
O -3.532 0.241 -0.989 0.05 -0.23 -0.09
C -3.594 -1.167 -0.661 0.32 1.20 1.03
H 2.698 -2.422 1.637 0.15 0.94 0.06
H 2.181 -2.916 0.073 0.02 0.03 -0.52
H 0.987 -2.556 1.277 -0.10 -0.31 0.22
H 1.123 -1.066 -1.386 -0.59 0.10 -0.62
H -0.192 -1.135 -0.200 -0.17 -0.06 0.23
H 0.249 1.220 0.407 0.17 0.12 0.14
H 1.727 1.165 -0.601 0.02 0.21 0.24
H 0.510 1.160 -2.500 -0.18 -0.27 -0.26
H -1.766 1.075 -2.805 -0.46 0.51 0.40
H -1.235 -0.301 -1.926 -0.35 -0.62 -0.29
H -1.978 0.695 0.340 0.44 -0.40 -0.09
H -2.486 2.038 -0.617 -0.85 0.04 0.21
H -4.523 -1.599 -1.033 0.08 0.30 -0.37
H -3.648 -1.230 0.426 0.04 -0.24 0.27
H -2.735 -1.766 -0.963 0.13 0.13 -0.41
```
Forces are in eV/Å.

Output
Relative energy (zero: lowest compared OMol25 entry of this formula, charge and spin), kcal per mole: 78.5
LUMO energy, eV: 0.6
Net charge: 0
Gap between HOMO and LUMO, eV: 8.59
SMILES string: COC[C@H](C)N.COC[C@H](C)N.COC[C@H](C)N.COCCNCCOC.COCCNCCOC.COCCNCCOC.COCCNCCOC.COCCNCCOC.COCCNCCOC.COCCNCCOC.COCCNCCOC.COCCNCCOC